The following is a quantum chemistry calculation of a single CH4NO2P molecule, from OMol25.

## Properties
energy relative to the best compared isomer or geometry (same formula, charge and spin)	0.854	eV
structure (SMILES)	NCOP=O
net charge	0
strongest force on any atom	4.23	eV/A
E_tot	-15975.63013	eV

Atoms and positions in Å:
C1 0.317 0.666 -0.158
N1 -0.663 1.342 0.569
H1 -1.502 1.122 0.204
H2 -0.950 1.274 1.605
H3 0.365 1.006 -1.188
O1 0.026 -0.842 -0.261
P1 0.833 -2.120 -0.868
O2 0.212 -3.268 -0.263
H4 1.361 0.820 0.360